124
Properties=species:S:1:pos:R:3:forces:R:3:mulliken_charge:R:1 method="wB97M-V/def2-TZVPD" fmax_ev_per_a=3.17 total_charge=+1 relative_energy_ev=0.000 e_lumo_ev=-2.62
Cl 1.944 0.706 3.535 0.21 -0.47 0.30 -0.146
S 0.492 -3.276 4.701 -0.54 0.02 0.12 -0.218
Si -2.268 -3.011 -2.313 -0.13 -0.15 -0.59 0.104
F 4.014 -3.559 -2.221 -1.17 -0.28 0.11 -0.183
F 0.774 -2.783 -0.333 0.42 -0.12 0.24 -0.429
F 4.220 -0.624 -0.424 -1.11 0.10 0.42 -0.367
F 3.049 -1.636 -2.719 0.95 -0.02 -0.63 -0.220
F 1.210 -0.615 -0.200 0.62 -0.42 -0.02 -0.405
O 5.647 -7.638 -4.027 -0.04 0.05 0.05 -0.571
O 9.047 -4.061 -2.208 -0.05 0.03 0.06 -0.539
O -2.862 5.637 4.422 -0.02 -0.06 0.05 -0.495
O -6.107 6.413 -2.359 0.00 -0.04 0.02 -0.542
N 0.413 -1.699 1.643 -1.15 -1.42 -0.99 -0.243
C -1.143 -1.518 -1.895 0.23 -0.59 0.51 -0.935
C -1.009 -1.222 -0.373 -0.19 0.07 -0.69 0.394
C -1.605 -0.867 2.940 -0.18 0.27 0.10 -0.963
C -0.318 -5.668 -4.819 0.19 -1.08 1.01 -0.656
C -1.348 -3.104 -4.944 0.02 0.08 -0.04 -0.342
C -2.028 6.292 6.548 0.07 0.10 -0.25 -1.197
C -0.173 -0.566 2.446 1.02 -0.45 2.97 -0.322
C 3.851 -1.924 -0.555 0.33 -0.94 -0.99 0.381
C 8.980 -4.929 0.004 -0.06 -0.14 -0.26 -1.036
C -0.767 6.394 -0.419 -0.62 0.21 -0.93 -0.756
C -3.969 -2.310 -2.737 0.25 -0.24 0.63 -1.131
C 5.380 -5.294 -4.303 -0.19 -0.24 -0.03 -0.842
C 3.652 -2.368 -1.803 -0.07 0.81 0.83 0.345
C -2.306 3.955 1.642 0.26 0.27 0.29 -0.434
C 7.685 -6.431 -4.253 -0.05 -0.31 0.09 -0.719
C 9.550 -2.471 -0.516 0.00 0.04 -0.28 -1.123
C -0.943 -5.131 -3.716 -0.12 0.08 0.32 -0.170
C -2.191 2.852 2.699 0.00 -0.48 -1.41 -0.577
C -2.477 0.385 3.149 -0.46 -0.15 -1.00 -1.516
C -1.447 -3.851 -3.790 -1.02 0.74 1.62 0.576
C -2.395 1.461 2.040 0.11 0.73 0.90 0.354
C -7.089 6.177 -1.694 0.06 0.01 -0.05 0.841
C -7.292 6.804 -0.336 0.25 0.13 -0.09 -0.937
C -0.206 -4.922 -5.951 0.70 -0.47 -1.46 -0.514
C -0.721 -3.659 -6.032 -0.18 1.27 -0.55 -0.689
C -1.915 7.422 -0.597 0.22 0.14 1.10 -0.696
C 1.642 -2.372 2.230 0.70 0.84 1.74 -0.608
C 9.179 -3.842 -1.026 0.02 0.00 -0.05 0.832
C 6.186 -6.565 -4.179 0.03 -0.14 -0.06 0.784
C -8.168 5.243 -2.187 0.18 -0.01 -0.21 -1.126
C -3.285 6.994 -0.044 0.21 0.10 -1.24 -0.735
C 3.680 -2.756 0.680 0.83 0.81 0.25 -0.833
C -2.877 5.461 5.619 0.03 0.07 -0.04 0.861
C 3.026 -1.870 1.792 0.34 -0.96 -0.48 -1.513
C -3.748 4.400 6.248 -0.05 -0.05 -0.29 -1.114
C 1.445 -2.044 3.734 -0.40 0.65 0.17 0.012
C -1.006 4.152 0.849 -0.36 0.08 -0.27 -0.119
C 0.748 -0.664 3.726 0.26 0.81 -0.62 -0.186
C -2.445 -4.215 -0.871 0.08 0.39 0.07 -1.194
C -1.175 4.899 -0.501 1.14 0.05 0.42 -0.939
C 0.367 -1.602 0.142 -1.16 1.38 -0.38 0.682
H 8.766 -2.093 0.143 0.10 -0.03 0.14 0.298
H 8.140 -7.414 -4.152 -0.04 -0.01 -0.03 0.300
H 9.662 -1.791 -1.357 0.00 -0.02 0.00 0.300
H -1.742 -2.094 -4.967 0.00 0.02 -0.19 0.328
H -2.328 0.847 4.126 0.38 -0.10 -0.04 0.497
H -0.629 -3.048 -6.923 0.11 -0.27 -0.14 0.399
H -1.046 -5.663 -2.778 0.11 -0.28 -0.15 0.301
H -4.455 4.859 6.940 0.09 -0.06 0.13 0.397
H -0.066 6.582 -1.238 0.09 0.04 0.16 0.305
H -8.204 7.403 -0.336 -0.08 -0.13 0.11 0.376
H -3.136 3.763 0.953 -0.02 -0.08 0.12 0.522
H -0.493 3.202 0.645 -0.24 -0.08 0.14 -0.118
H -7.897 4.865 -3.171 0.01 0.02 0.01 0.307
H -2.135 -1.606 2.330 0.14 0.23 -0.31 0.438
H -1.456 7.012 5.967 -0.02 -0.01 -0.01 0.305
H 3.048 -0.813 1.537 -0.19 -0.08 -0.03 0.687
H 8.172 -4.655 0.685 0.12 0.04 0.13 0.275
H -2.828 -3.711 0.025 0.10 -0.03 -0.02 0.331
H 3.044 -3.621 0.499 0.16 0.00 -0.34 0.250
H 8.719 -5.859 -0.497 0.01 0.02 0.00 0.259
H -0.464 4.429 -1.187 -0.17 0.00 -0.09 0.422
H -1.533 -0.644 -2.418 0.13 0.03 0.04 0.617
H 0.088 -6.669 -4.742 0.05 0.02 -0.24 0.423
H -2.663 6.831 7.252 0.05 -0.11 0.13 0.348
H 0.310 -5.333 -6.812 -0.05 -0.03 0.02 0.394
H -4.149 -1.476 -2.049 -0.07 0.15 -0.30 0.366
H -3.128 3.678 6.784 -0.05 0.08 0.16 0.293
H 2.344 -1.889 4.324 0.36 -0.30 -0.54 0.598
H -1.160 2.880 3.074 -0.24 0.05 0.54 0.257
H -3.314 1.515 1.453 0.04 -0.25 -0.01 0.708
H 0.265 -0.392 4.659 -0.32 -0.30 -0.12 0.637
H -3.512 0.032 3.164 0.08 -0.05 0.21 0.373
H 5.575 -4.822 -5.267 0.11 0.13 0.08 0.400
H -3.241 6.532 0.940 -0.01 0.18 0.06 0.137
H 5.645 -4.610 -3.498 0.17 0.10 -0.14 0.138
H 4.320 -5.530 -4.234 0.02 -0.02 0.00 0.237
H 4.652 -3.122 1.026 -0.14 -0.01 0.21 0.518
H -1.500 -1.346 3.915 -0.07 -0.20 -0.15 0.575
H -2.937 2.956 3.488 0.22 0.23 0.14 0.094
H -0.149 -1.747 -2.290 -0.12 0.20 -0.22 0.482
H -4.048 -1.992 -3.776 -0.04 0.13 0.09 0.335
H -8.274 4.400 -1.502 -0.15 0.08 0.07 0.313
H -4.304 3.880 5.471 0.00 0.03 0.00 0.257
H -0.328 4.731 1.483 0.11 -0.13 -0.07 0.418
H -3.933 7.872 -0.066 -0.08 -0.12 0.35 0.386
H -1.564 1.322 1.345 -0.15 -0.21 -0.05 -0.581
H 7.974 -6.006 -5.216 0.04 0.17 0.09 0.339
H -3.723 6.301 -0.768 -0.19 -0.14 0.33 0.221
H -0.302 -2.423 1.801 0.06 0.02 -0.01 0.790
H 8.043 -5.790 -3.445 0.05 0.16 -0.18 -0.004
H -1.336 5.650 7.096 -0.10 0.02 0.15 0.343
H 9.900 -5.080 0.570 -0.07 0.08 0.14 0.343
H 10.494 -2.518 0.028 -0.09 0.01 0.15 0.349
H -2.008 7.746 -1.634 -0.09 -0.20 -0.01 0.355
H 3.670 -1.975 2.663 -0.13 0.10 0.08 0.492
H -0.216 6.622 0.496 -0.13 -0.25 0.10 0.392
H -1.490 -4.691 -0.633 -0.12 -0.07 0.07 0.267
H 1.481 -3.439 2.093 0.33 0.05 -0.38 0.648
H -1.090 -0.144 -0.230 -0.18 -0.11 0.36 -0.196
H -2.518 4.890 2.163 -0.16 -0.02 -0.12 -0.072
H 0.471 -4.352 3.890 0.25 0.32 -0.15 0.185
H -6.446 7.449 -0.110 0.00 -0.02 0.00 0.144
H -1.618 8.313 -0.030 0.07 0.05 -0.23 0.328
H -9.118 5.775 -2.262 -0.06 -0.08 0.14 0.333
H -4.757 -3.035 -2.517 0.07 -0.07 -0.22 0.354
H -2.161 4.753 -0.942 -0.05 0.06 0.17 0.395
H -7.359 6.027 0.427 -0.18 0.03 0.01 0.295
H -3.189 -4.980 -1.103 0.16 -0.06 -0.12 0.451
H -1.803 -1.746 0.161 0.15 0.16 0.27 -0.123
H 0.066 0.428 2.091 -0.51 -0.25 -0.99 0.586